Formula: C4H7NO
Source: OMol25
Level of theory: wB97M-V/def2-TZVPD

Geometry (Å):
O -1.5896 -1.2499 0.8067
C -1.2791 -0.3980 -0.1758
C -0.1288 1.4679 0.1376
N 0.7590 0.7390 -0.7306
C 1.2947 -0.4065 -0.0210
C 0.0541 -0.5639 -0.8236
H -0.8011 -1.7360 1.1061
H -1.4226 0.7781 0.0392
H 0.2589 1.6711 1.1382
H -0.5303 2.3613 -0.3456
H 1.2372 -0.4059 1.0693
H 2.2205 -0.7975 -0.4336
H 0.1044 -1.1482 -1.7421

For the HOMO energy, the calculation gives -7.7 eV. Its charge is 0. The value obtained for the orbital gap is 8.363 eV. The spin multiplicity is 1.